Version A
Here is a 2-piece molecular cluster, H2O4P2 overall from OMol25. Energies are from ωB97M-V/def2-TZVPD.

The geometry in XYZ format:
```
8
Properties=species:S:1:pos:R:3
O -1.33 1.65 -0.85
O 3.01 0.91 0.80
O -1.70 0.27 1.24
O 1.40 -1.20 -1.11
P -1.12 0.36 -0.14
P 1.02 -0.29 0.00
H -2.00 -0.53 -1.09
H 0.72 -1.16 1.14
```

Calculated values
Total charge: -2
HOMO energy (spin up / spin down), eV: -0.2 / -0.1

---

Version B
Here is an isolated ion of composition H2O4P2 and charge -2 from OMol25. Energies are from ωB97M-V/def2-TZVPD.

The geometry in XYZ format:
```
8
Properties=species:S:1:pos:R:3
O -1.21 1.74 -0.77
P -1.07 0.41 -0.14
O -1.78 0.13 1.09
P 0.98 -0.34 0.15
O 2.46 1.07 0.60
O 1.42 -1.21 -1.03
H -1.42 -0.71 -1.20
H 0.61 -1.10 1.29
```

Calculated values
Total charge: -2
HOMO energy, eV: 0.0
SMILES: O=[P@H]([O-])[P@H](=O)[O-]

---

In terms of stability, version B leads; the second structure lies 197.0 kJ/mol higher.

---

Version A
Here is a 2-piece molecular cluster, CH3NO4 overall from OMol25. Energies are from ωB97M-V/def2-TZVPD.

The geometry in XYZ format:
```
9
Properties=species:S:1:pos:R:3
C 0.12 -0.27 -0.26
N 0.20 -1.71 -0.10
O -3.25 -0.76 0.89
O 1.00 -2.36 -0.67
O -3.72 0.28 0.36
O -3.20 0.49 -0.78
H -0.03 0.00 0.67
H 0.90 0.21 -0.78
H -0.79 -0.02 -0.74
```

Calculated values
HOMO energy (spin up / spin down), eV: -8.7 / -8.7

---

Version B
Here is one molecule with the formula CH3NO4 from OMol25. Energies are from ωB97M-V/def2-TZVPD.

The geometry in XYZ format:
```
9
Properties=species:S:1:pos:R:3
O -0.33 1.45 -0.10
C -0.17 0.29 -0.25
N 0.82 -0.54 0.01
O 2.13 -0.02 0.01
O -1.46 -0.53 -0.65
O -2.41 -0.05 0.30
H 0.78 -1.56 -0.38
H 1.82 0.96 0.04
H -2.37 0.94 0.24
```

Calculated values
HOMO energy, eV: -10.5
SMILES: O=C(NO)OO

---

In terms of stability, version B leads; the second structure lies 552.3 kJ/mol higher.

---

Version A
Here is C40H35ClN4O4P2PbS as an isolated structure from OMol25. Energies are from ωB97M-V/def2-TZVPD.

The geometry in XYZ format:
```
88
Properties=species:S:1:pos:R:3
Pb -0.01 -0.69 1.20
O -4.08 0.63 1.88
Cl -3.11 -0.21 2.47
O -3.48 -0.65 3.75
O -1.87 0.54 2.61
O -2.85 -1.33 1.62
C -1.93 3.04 -0.48
N -1.28 1.88 -1.14
P -2.37 0.52 -0.71
C -3.81 0.96 -1.77
C -5.01 0.34 -1.46
C -6.13 0.55 -2.24
C -6.06 1.39 -3.34
C -4.87 2.03 -3.65
C -3.74 1.81 -2.88
C -1.81 -0.80 -1.88
C -1.93 -2.11 -1.43
C -1.62 -3.16 -2.27
C -1.19 -2.92 -3.57
C -1.11 -1.61 -4.03
C -1.42 -0.56 -3.19
P 0.29 1.61 -0.45
C 1.02 3.29 -0.65
C 0.81 4.02 -1.82
C 1.44 5.23 -2.01
C 2.30 5.73 -1.05
C 2.52 5.01 0.11
C 1.87 3.80 0.32
C 1.34 0.88 -1.77
C 1.20 1.08 -3.14
C 2.14 0.57 -4.01
C 3.23 -0.15 -3.55
C 3.39 -0.34 -2.19
C 2.46 0.19 -1.31
H -2.91 3.18 -0.92
H -1.34 3.94 -0.65
H -2.06 2.89 0.59
H -5.05 -0.30 -0.59
H -7.06 0.06 -1.99
H -6.94 1.56 -3.95
H -4.82 2.69 -4.50
H -2.82 2.31 -3.13
H -2.29 -2.29 -0.43
H -1.72 -4.18 -1.91
H -0.96 -3.74 -4.23
H -0.81 -1.42 -5.05
H -1.39 0.45 -3.56
H 0.12 3.65 -2.56
H 1.26 5.79 -2.92
H 2.80 6.68 -1.21
H 3.18 5.39 0.87
H 2.03 3.24 1.23
H 0.36 1.64 -3.52
H 2.04 0.76 -5.07
H 3.95 -0.55 -4.24
H 4.23 -0.89 -1.81
H 2.61 0.10 -0.24
C 1.84 0.10 2.06
C 2.91 0.58 2.72
C 4.02 1.26 2.12
C 5.16 1.52 2.83
C 5.31 1.10 4.15
C 4.24 0.46 4.76
C 3.05 0.26 4.11
H 3.92 1.59 1.10
H 5.97 2.05 2.34
H 6.23 1.27 4.68
H 4.32 0.14 5.80
H 2.23 -0.24 4.60
N 1.30 -2.88 -1.29
C 1.40 -2.16 -0.39
H 1.08 -3.49 -2.06
N -0.51 -0.76 4.79
C -0.29 -2.00 4.34
N -0.20 -2.32 3.09
C 0.02 -3.66 2.91
C 0.05 -4.33 1.70
C 0.28 -5.69 1.68
C 0.50 -6.40 2.86
C 0.45 -5.75 4.09
C 0.19 -4.40 4.10
S -0.02 -3.33 5.47
H -0.85 -0.08 4.12
H -0.81 -0.64 5.75
H -0.14 -3.78 0.79
H 0.28 -6.22 0.74
H 0.71 -7.45 2.83
H 0.59 -6.29 5.01
```

Calculated values
HOMO energy (spin up / spin down), eV: -6.6 / -7.1

---

Version B
Here is C40H35ClN4O4P2PbS as an isolated structure from OMol25. Energies are from ωB97M-V/def2-TZVPD.

The geometry in XYZ format:
```
88
Properties=species:S:1:pos:R:3
Pb -0.43 -0.19 -0.13
O -3.67 1.60 -1.32
Cl -2.75 2.14 -0.37
O -3.32 3.24 0.34
O -1.52 2.53 -1.03
O -2.41 1.08 0.61
C 3.86 2.47 0.01
N 2.64 1.65 0.02
P 1.48 1.78 1.25
C 2.48 1.81 2.77
C 3.15 0.64 3.10
C 3.94 0.58 4.23
C 4.06 1.70 5.05
C 3.39 2.87 4.73
C 2.60 2.93 3.59
C 0.75 3.43 1.13
C 1.10 4.37 0.17
C 0.42 5.58 0.09
C -0.61 5.85 0.98
C -0.98 4.91 1.93
C -0.31 3.71 2.00
P 2.56 0.21 -0.89
C 4.26 -0.40 -0.99
C 5.21 0.07 -1.90
C 6.50 -0.43 -1.87
C 6.86 -1.40 -0.94
C 5.91 -1.87 -0.04
C 4.62 -1.38 -0.07
C 2.17 0.76 -2.58
C 1.52 1.97 -2.82
C 1.05 2.27 -4.09
C 1.22 1.37 -5.13
C 1.86 0.16 -4.90
C 2.33 -0.15 -3.63
H 3.69 3.40 0.57
H 4.13 2.73 -1.01
H 4.69 1.94 0.48
H 3.04 -0.24 2.47
H 4.46 -0.33 4.48
H 4.68 1.66 5.94
H 3.48 3.74 5.36
H 2.08 3.84 3.34
H 1.89 4.17 -0.54
H 0.70 6.30 -0.67
H -1.15 6.79 0.91
H -1.81 5.11 2.59
H -0.64 2.96 2.72
H 4.93 0.82 -2.63
H 7.23 -0.06 -2.58
H 7.86 -1.79 -0.93
H 6.18 -2.64 0.67
H 3.87 -1.78 0.61
H 1.34 2.65 -2.00
H 0.52 3.20 -4.26
H 0.84 1.60 -6.12
H 1.98 -0.56 -5.70
H 2.81 -1.10 -3.46
C -0.36 -1.47 1.81
C -1.23 -1.76 2.81
C -2.66 -1.85 3.00
C -3.07 -2.96 3.63
C -2.13 -3.99 4.09
C -0.80 -3.81 4.13
C -0.27 -2.47 3.72
H -3.36 -1.13 2.58
H -4.13 -3.16 3.77
H -2.55 -4.93 4.44
H -0.15 -4.58 4.52
H 0.03 -1.88 4.60
N 1.88 -2.58 2.22
C 0.70 -2.22 2.53
H 2.27 -3.13 2.99
N -2.02 -3.88 0.15
C -2.34 -3.24 -1.00
N -1.67 -2.23 -1.46
C -2.19 -1.80 -2.68
C -1.71 -0.73 -3.44
C -2.34 -0.43 -4.63
C -3.44 -1.16 -5.07
C -3.93 -2.23 -4.33
C -3.30 -2.53 -3.14
S -3.67 -3.79 -1.99
H -1.41 -3.38 0.79
H -2.73 -4.46 0.58
H -0.87 -0.15 -3.10
H -1.99 0.41 -5.22
H -3.92 -0.90 -6.01
H -4.78 -2.79 -4.68
```

Calculated values
HOMO energy, eV: -8.0

---

In terms of stability, version B leads; the second structure lies 371.2 kJ/mol higher.

---

Version A
Here is an isolated ion of composition C3H12N6 and charge +2 from OMol25. Energies are from ωB97M-V/def2-TZVPD.

The geometry in XYZ format:
```
21
Properties=species:S:1:pos:R:3
C 1.06 0.70 1.14
N 0.10 0.40 0.13
N 0.27 -0.75 -0.54
C -0.04 -1.90 0.02
N 0.14 -3.04 -0.71
N -0.67 -1.94 1.19
C -0.61 1.66 -0.58
N -0.33 2.91 -0.16
N -1.40 1.34 -1.55
H 0.66 1.41 1.74
H 1.22 -0.25 1.75
H 1.98 1.04 0.76
H 0.97 -0.69 -1.22
H 0.26 -3.87 -0.19
H 0.33 -3.07 -1.74
H -1.16 -2.73 1.42
H -0.83 -1.20 1.93
H 0.44 3.01 0.44
H -0.64 3.77 -0.48
H -1.70 2.08 -2.02
H -1.64 0.44 -1.92
```

Calculated values
Total charge: +2
HOMO energy, eV: -18.4
SMILES: CN([NH+]=C(N)N)C(N)=[NH2+]

---

Version B
Here is an isolated ion of composition C3H12N6 and charge +2 from OMol25. Energies are from ωB97M-V/def2-TZVPD.

The geometry in XYZ format:
```
21
Properties=species:S:1:pos:R:3
N -1.56 -1.83 0.44
C -0.71 -0.78 0.21
C 0.56 -0.66 -0.21
N 1.68 -1.55 -0.36
N 0.92 0.70 -0.23
N 2.26 0.81 0.15
C -0.14 1.43 0.57
N -1.31 0.58 0.41
N -2.01 1.11 -0.84
H -1.39 -2.69 -0.18
H -2.28 -1.97 1.13
H 2.52 -0.95 -0.20
H 1.55 -2.31 0.44
H 1.92 -2.06 -1.30
H 2.21 0.98 1.14
H 2.66 1.65 -0.18
H 0.05 1.45 1.69
H -0.39 2.42 0.28
H -2.31 1.99 -0.25
H -2.75 0.41 -0.99
H -1.48 1.27 -1.73
```

Calculated values
Total charge: +2
HOMO energy, eV: -16.2
SMILES: NC1=C([NH3+])N(N)CN1[NH3+]

---

In terms of stability, version A leads; the second structure lies 326.3 kJ/mol higher.

---

Version A
Here is a 6-piece molecular cluster, C5H20FN10O5 overall from OMol25. Energies are from ωB97M-V/def2-TZVPD.

The geometry in XYZ format:
```
41
Properties=species:S:1:pos:R:3
F 0.29 0.14 0.54
C -1.19 2.41 2.87
O -1.58 3.07 3.83
N -0.02 1.71 2.86
N -1.75 2.48 1.62
H 0.34 1.40 3.74
H 0.23 1.21 2.01
H -2.70 2.81 1.54
H -1.40 1.84 0.93
C 2.68 -1.15 -2.09
O 3.29 -1.49 -3.09
N 1.75 -0.16 -2.04
N 2.88 -1.73 -0.85
H 1.51 0.51 -2.74
H 1.22 -0.04 -1.18
H 2.26 -1.49 -0.10
H 3.29 -2.64 -0.90
C 0.45 -3.23 1.65
O 0.91 -4.34 1.46
N -0.78 -2.82 1.26
N 1.19 -2.14 2.11
H -1.37 -3.56 0.94
H -1.06 -1.85 1.27
H 2.09 -2.37 2.48
H 0.97 -1.30 1.59
C 0.01 3.23 -1.37
O -0.03 4.32 -1.90
N 1.01 2.83 -0.51
N -0.98 2.28 -1.51
H 0.85 1.95 -0.04
H 1.52 3.55 -0.04
H -0.80 1.32 -1.26
H -1.61 2.44 -2.27
C -2.06 -1.32 -1.74
O -2.96 -1.67 -2.49
N -0.87 -1.95 -1.59
N -2.24 -0.32 -0.82
H -0.26 -1.49 -0.94
H -0.51 -2.62 -2.25
H -3.11 0.16 -0.70
H -1.45 0.03 -0.28
```

Calculated values
Total charge: -1
HOMO energy, eV: -7.2

---

Version B
Here is a 6-piece molecular cluster, C5H20FN10O5 overall from OMol25. Energies are from ωB97M-V/def2-TZVPD.

The geometry in XYZ format:
```
41
Properties=species:S:1:pos:R:3
F 20.42 16.30 -19.70
C 17.62 15.69 -17.65
O 16.58 15.48 -17.03
N 17.85 16.81 -18.40
N 18.63 14.78 -17.75
H 17.15 17.52 -18.48
H 18.74 16.93 -18.86
H 18.47 13.90 -17.31
H 19.51 15.04 -18.16
C 22.48 18.96 -18.45
O 23.23 19.56 -17.68
N 22.86 18.42 -19.64
N 21.29 18.41 -18.04
H 22.26 17.73 -20.05
H 23.77 18.64 -20.00
H 20.87 17.79 -18.72
H 20.96 18.52 -17.10
C 17.64 16.92 -22.07
O 16.57 16.96 -22.66
N 18.39 18.06 -21.89
N 18.24 15.80 -21.59
H 19.33 18.10 -21.53
H 18.05 18.81 -22.46
H 17.76 14.92 -21.61
H 19.05 15.91 -21.00
C 23.28 17.28 -23.15
O 23.18 18.30 -22.49
N 23.87 17.25 -24.39
N 22.71 16.11 -22.73
H 24.22 18.10 -24.79
H 23.95 16.41 -24.93
H 22.16 16.34 -21.92
H 22.90 15.17 -23.02
C 22.09 13.60 -18.16
O 22.37 12.67 -17.43
N 21.06 13.54 -19.06
N 22.74 14.80 -18.21
H 20.81 14.37 -19.59
H 20.51 12.70 -19.06
H 23.63 14.89 -17.74
H 22.32 15.58 -18.69
```

Calculated values
Total charge: -1
HOMO energy, eV: -6.7

---

In terms of stability, version A leads; the second structure lies 28.3 kJ/mol higher.